(i)
{
  "formula": "H80O40",
  "method": "ωB97M-V/def2-TZVPD",
  "species": ["O", "O", "O", "O", "O", "O", "O", "O", "O", "O", "O", "O", "O", "O", "O", "O", "O", "O", "O", "O", "O", "O", "O", "O", "O", "O", "O", "O", "O", "O", "O", "O", "O", "O", "O", "O", "O", "O", "O", "O", "H", "H", "H", "H", "H", "H", "H", "H", "H", "H", "H", "H", "H", "H", "H", "H", "H", "H", "H", "H", "H", "H", "H", "H", "H", "H", "H", "H", "H", "H", "H", "H", "H", "H", "H", "H", "H", "H", "H", "H", "H", "H", "H", "H", "H", "H", "H", "H", "H", "H", "H", "H", "H", "H", "H", "H", "H", "H", "H", "H", "H", "H", "H", "H", "H", "H", "H", "H", "H", "H", "H", "H", "H", "H", "H", "H", "H", "H", "H", "H"],
  "xyz": [[-2.495, -3.294, 0.956], [0.416, 0.891, 2.943], [-2.074, -2.361, -4.488], [0.750, -3.392, -0.513], [5.236, 0.971, 3.410], [0.820, 1.721, -5.279], [-0.130, 0.073, -1.348], [-4.690, -1.973, -0.914], [-3.019, 5.218, 0.515], [-0.402, -5.785, -0.973], [-2.113, -4.011, -2.264], [3.096, -4.529, 2.548], [-1.221, 0.579, -4.990], [1.680, 0.786, 0.663], [3.310, -0.900, 3.094], [-1.960, -0.650, 0.430], [-1.749, -5.046, 3.441], [1.192, -2.291, 4.302], [4.027, -4.071, -1.432], [1.946, -2.967, -3.800], [-2.812, -1.597, 3.581], [-6.326, 0.787, -0.712], [4.783, 4.019, 0.114], [0.453, 4.401, 2.790], [-5.379, -0.474, 2.731], [-0.088, 2.515, -2.039], [3.635, -0.462, -5.470], [-0.237, -2.078, 1.965], [1.282, -0.327, -3.718], [-0.520, 2.253, 5.050], [5.132, -2.699, 0.812], [2.497, 2.353, -1.457], [1.173, 5.089, -3.339], [-0.913, 1.678, 0.865], [-3.893, 2.324, 2.317], [2.035, 5.742, 0.585], [-2.395, 0.329, -2.465], [3.501, -0.579, -0.705], [-3.100, 1.721, 5.600], [-1.038, 6.236, -2.629], [-2.593, 2.294, 6.201], [0.372, 4.942, -2.770], [0.298, -3.730, -1.352], [-0.103, -6.640, -1.280], [-4.440, -0.279, 2.791], [3.537, -0.694, 2.192], [-1.045, -1.931, 1.496], [4.886, 4.321, -0.784], [2.727, -0.761, -5.477], [-2.587, -2.574, -5.259], [4.534, 1.179, 2.785], [-2.803, -1.109, 0.277], [-1.864, -1.467, -4.239], [3.038, -4.334, 3.492], [1.858, -1.768, 4.722], [0.408, -0.117, -4.073], [4.697, -3.552, 0.640], [1.651, 5.835, -2.977], [-4.318, 2.104, 3.142], [-3.130, -0.843, 4.106], [-2.044, -4.938, -1.977], [-5.783, 1.491, -0.354], [1.962, 1.210, -0.157], [-1.463, 0.052, -2.470], [0.326, -0.516, -0.701], [-3.494, 4.362, 0.543], [-4.142, -2.423, -1.562], [0.520, 0.801, -1.426], [-2.146, 0.535, -4.667], [-0.885, 1.982, -2.148], [2.575, -5.334, 2.643], [3.137, -4.422, -1.373], [-1.477, -4.160, 3.119], [-5.609, -1.989, -1.200], [0.035, -1.161, 2.118], [-2.503, 1.874, 4.853], [-3.268, -3.599, 1.421], [-1.692, -3.796, 0.856], [-0.019, -3.436, 0.076], [-0.683, 1.369, -5.043], [0.266, -2.291, 4.107], [3.991, -0.773, -4.639], [1.174, 0.838, 2.328], [1.146, -0.327, -2.753], [-5.523, -1.311, 2.294], [3.356, 2.406, -1.024], [1.696, -2.038, -3.984], [-3.077, 2.815, 2.237], [2.789, 5.531, 1.144], [-0.365, 3.338, -2.436], [-0.349, 0.862, 2.359], [2.149, -3.385, -4.643], [-0.262, 2.240, 4.136], [2.868, -1.288, -0.870], [2.881, -1.755, 3.243], [0.605, 2.442, -5.885], [-2.429, -2.177, 4.250], [1.148, 2.138, -4.478], [-2.872, 0.002, -1.684], [4.114, -3.632, -2.315], [-3.096, 5.629, 1.384], [-0.933, 5.766, -3.480], [0.413, 5.012, 3.532], [-1.562, 1.051, 0.397], [-5.679, 0.142, -1.059], [-1.770, 5.814, -2.165], [0.313, 1.998, 5.463], [4.327, 4.599, 0.711], [4.007, -0.833, 0.078], [-0.237, 4.626, 2.134], [5.194, 0.012, 3.416], [1.237, -0.041, 0.525], [2.345, 3.262, -1.775], [0.054, -5.229, -0.331], [5.233, -2.336, -0.070], [-1.449, -0.971, -0.364], [-2.328, -4.159, -3.199], [-2.414, -4.826, 4.100], [1.444, 5.043, 0.927], [-0.019, 1.210, 0.824]],
  "total_charge": 0,
  "homo_lumo_gap_ev": 10.24,
  "molar_mass_da": 720.60,
  "multiplicity": 1,
  "lumo_ev": -0.418
}

---

(ii)
{
  "formula": "H80O40",
  "method": "ωB97M-V/def2-TZVPD",
  "species": ["O", "O", "O", "O", "O", "O", "O", "O", "O", "O", "O", "O", "O", "O", "O", "O", "O", "O", "O", "O", "O", "O", "O", "O", "O", "O", "O", "O", "O", "O", "O", "O", "O", "O", "O", "O", "O", "O", "O", "O", "H", "H", "H", "H", "H", "H", "H", "H", "H", "H", "H", "H", "H", "H", "H", "H", "H", "H", "H", "H", "H", "H", "H", "H", "H", "H", "H", "H", "H", "H", "H", "H", "H", "H", "H", "H", "H", "H", "H", "H", "H", "H", "H", "H", "H", "H", "H", "H", "H", "H", "H", "H", "H", "H", "H", "H", "H", "H", "H", "H", "H", "H", "H", "H", "H", "H", "H", "H", "H", "H", "H", "H", "H", "H", "H", "H", "H", "H", "H", "H"],
  "xyz": [[0.037, -0.485, 6.128], [1.193, 0.919, 0.945], [-4.097, 5.164, 2.276], [-1.211, -3.032, 2.137], [-3.910, -1.905, -2.715], [3.699, 3.018, 3.699], [-2.254, 4.130, -4.538], [1.356, 2.588, -5.066], [0.923, 1.307, -2.679], [-0.203, -6.387, -0.510], [-1.573, 0.299, 1.101], [-3.724, 0.259, 2.793], [1.185, 1.864, 4.364], [1.080, -3.154, 4.969], [-1.235, -0.288, -4.928], [2.329, -2.733, 0.567], [-2.132, -1.822, -0.632], [-1.490, -1.676, 4.277], [4.072, -2.738, 2.635], [3.294, -2.005, -4.793], [-1.640, 2.312, 4.042], [3.141, 0.337, 3.029], [1.715, -5.778, -3.066], [-4.082, 4.997, -1.270], [2.617, -5.127, -0.188], [1.661, 5.005, -0.496], [-3.545, -3.519, -4.785], [-4.094, 2.525, 0.891], [1.675, -4.902, 2.999], [1.538, 5.171, 3.684], [-0.823, -3.949, -1.429], [-1.768, 1.004, -1.701], [5.202, -1.830, -2.905], [0.681, 3.731, -2.459], [3.359, -3.291, -2.411], [2.980, -0.594, -1.703], [3.794, 4.563, -1.864], [-5.620, -0.603, 0.951], [-3.354, 1.401, -4.168], [-1.641, 4.334, 2.115], [2.016, -3.240, -0.225], [-1.457, -3.454, -0.818], [-2.326, 3.190, -4.725], [-0.749, -0.116, -5.799], [-3.021, 0.854, -4.842], [0.806, -0.472, 6.738], [3.318, -3.099, 3.026], [1.598, 3.049, -5.838], [1.346, 5.025, 0.290], [1.127, 1.239, 3.574], [-2.081, -0.728, -0.710], [-3.282, 4.653, -0.773], [2.083, -0.165, -2.084], [1.081, -5.682, -2.353], [-0.670, 0.412, 1.535], [1.236, 0.690, -3.256], [-3.736, -1.588, -1.791], [0.889, 3.208, -4.534], [-2.657, 4.324, -3.700], [-1.016, -3.727, -2.392], [1.874, 5.313, 2.723], [-4.180, 0.872, -3.920], [-2.241, 1.390, -2.513], [0.727, -4.723, 3.110], [3.530, 3.939, 3.679], [-2.257, -2.078, 4.130], [5.090, -0.968, -3.335], [-2.554, 4.942, 1.879], [-0.714, 2.444, 3.651], [-2.683, 0.210, 2.876], [-3.837, 1.035, 3.349], [3.686, -0.213, 2.486], [3.330, -5.853, 0.055], [4.074, -3.489, 1.929], [2.507, 5.539, -0.684], [0.021, 3.571, -1.764], [1.467, -2.697, 1.041], [3.005, -2.737, -4.969], [1.609, -3.545, 4.382], [3.192, 4.910, -2.614], [4.668, 4.446, -2.250], [4.252, -3.458, -2.724], [-4.741, 4.433, -0.853], [-1.055, -2.852, 3.182], [-3.563, 4.987, 3.091], [0.824, -3.941, 5.583], [-1.400, -2.176, 1.792], [0.695, 5.533, 3.615], [-0.820, 1.061, -1.953], [-2.046, 3.378, 1.694], [3.468, -0.073, 3.818], [2.984, -4.805, -0.966], [4.203, -2.177, -4.409], [-3.152, -2.646, -5.216], [1.686, -5.069, 2.069], [2.854, -0.351, -0.763], [-1.823, -2.057, 0.250], [-0.850, 0.112, -4.218], [2.532, -5.649, -2.911], [-4.155, 3.116, 1.567], [3.512, 2.617, 2.747], [2.112, 2.346, 4.315], [-4.606, 4.369, 2.507], [1.259, -0.094, 1.017], [3.209, -2.389, -2.241], [-0.545, -5.556, -0.598], [-0.702, -1.685, 4.732], [-4.042, 1.577, 1.275], [-1.816, 1.095, 0.613], [-2.922, -3.464, -4.050], [0.744, 1.139, 0.152], [0.249, 0.301, 5.406], [5.105, -1.449, -2.086], [-0.379, -6.409, 0.458], [-3.771, -2.731, -2.761], [-6.573, -0.707, 0.729], [1.433, 2.247, -2.896], [-1.672, 1.525, 4.456], [-5.427, -0.510, 1.943], [0.983, 4.621, -2.220]],
  "total_charge": 0,
  "homo_lumo_gap_ev": 9.85,
  "molar_mass_da": 720.60,
  "multiplicity": 1,
  "lumo_ev": -0.572
}

---

(iii)
{
  "formula": "H80O40",
  "method": "ωB97M-V/def2-TZVPD",
  "species": ["O", "O", "O", "O", "O", "O", "O", "O", "O", "O", "O", "O", "O", "O", "O", "O", "O", "O", "O", "O", "O", "O", "O", "O", "O", "O", "O", "O", "O", "O", "O", "O", "O", "O", "O", "O", "O", "O", "O", "O", "H", "H", "H", "H", "H", "H", "H", "H", "H", "H", "H", "H", "H", "H", "H", "H", "H", "H", "H", "H", "H", "H", "H", "H", "H", "H", "H", "H", "H", "H", "H", "H", "H", "H", "H", "H", "H", "H", "H", "H", "H", "H", "H", "H", "H", "H", "H", "H", "H", "H", "H", "H", "H", "H", "H", "H", "H", "H", "H", "H", "H", "H", "H", "H", "H", "H", "H", "H", "H", "H", "H", "H", "H", "H", "H", "H", "H", "H", "H", "H"],
  "xyz": [[1.311, -1.114, 6.530], [-3.327, 4.470, -2.880], [-2.984, 0.987, 2.849], [5.517, -0.337, -1.011], [3.253, 0.369, 0.790], [4.149, 1.798, -2.057], [-5.717, 0.495, 0.106], [1.027, -3.314, 2.502], [0.391, 3.446, -4.886], [2.259, -4.528, -1.170], [-1.483, -0.385, -0.140], [-5.238, -0.638, 2.472], [-0.934, 2.320, -2.757], [0.052, -6.662, 0.955], [-4.881, 0.522, -3.364], [3.219, -1.356, 2.822], [0.150, -2.899, -4.591], [-0.329, 6.043, -1.633], [0.099, -2.948, 0.042], [0.756, 0.832, -1.366], [1.299, 1.090, -6.332], [3.725, -4.029, 1.123], [5.810, 0.986, 0.897], [-2.011, -2.474, 3.697], [-1.851, 2.217, -5.696], [-5.404, 3.224, -0.021], [-2.717, 3.107, 4.555], [-0.049, 0.461, 4.969], [0.055, 5.218, 1.559], [3.826, 1.588, 4.050], [-3.801, 1.665, -1.424], [3.672, -0.061, -4.597], [-1.544, -1.634, -3.036], [2.312, -4.288, 4.813], [2.136, 2.779, 1.910], [4.090, -2.657, -1.147], [-0.056, 0.981, 2.604], [-3.460, -3.006, -0.176], [-1.806, -5.023, -1.297], [-1.298, 2.758, 0.939], [4.333, -1.721, -1.258], [0.804, -6.065, 1.165], [0.711, -2.675, -0.528], [3.767, 0.251, -5.449], [3.646, -0.949, -4.464], [-0.741, -2.845, -0.471], [-0.347, 5.396, -2.398], [-0.268, 3.294, -5.603], [0.714, 1.195, -0.443], [-2.098, 2.215, 0.965], [-2.701, -2.490, 2.948], [-5.177, 2.592, -0.720], [1.135, -2.860, 3.330], [-4.281, -3.105, -0.506], [0.523, -3.120, -3.649], [2.974, -3.382, 1.377], [1.816, 1.884, -5.960], [-5.486, 1.425, 0.266], [-0.027, 2.480, -2.328], [-0.876, -5.023, -1.595], [-1.243, -0.259, 0.871], [1.734, -1.865, 6.191], [4.893, -3.087, -0.723], [0.176, -3.142, 2.003], [-1.629, -2.509, -2.734], [0.393, 1.425, -6.344], [-5.604, -0.155, 1.737], [2.989, -1.920, 2.098], [-3.848, 0.878, 2.453], [0.870, 5.754, 1.836], [-5.782, 0.659, -3.171], [4.616, 1.963, 4.321], [-1.900, 3.375, 4.298], [-0.833, 0.221, 5.349], [-3.248, 3.498, -2.563], [5.044, 0.445, -0.910], [-4.798, -0.388, -3.215], [1.725, -4.649, 4.010], [1.783, 2.949, 1.017], [0.835, -0.613, 6.018], [-0.082, 0.430, -1.624], [-1.595, -1.512, 3.661], [-1.147, -1.696, -3.850], [-2.583, 1.588, -5.473], [-0.742, 1.456, -3.186], [5.095, 1.787, -2.526], [5.951, 1.823, 1.169], [2.719, -3.755, -0.558], [0.598, 1.581, 2.375], [-2.849, 2.276, 4.911], [3.077, -4.735, 0.911], [2.391, -4.220, -2.203], [0.485, 2.676, -4.416], [-3.080, -3.689, -0.775], [0.880, -2.335, -4.785], [2.419, -0.719, 2.840], [3.672, 1.047, -2.564], [3.689, 1.013, 0.346], [6.555, 0.535, 1.217], [2.923, -3.664, 4.307], [-3.916, 5.041, -2.375], [-4.383, 1.110, -0.932], [-1.969, -5.801, -0.584], [-2.836, 1.588, -0.995], [4.105, -0.158, 1.153], [-5.445, 3.954, -0.464], [-1.219, 2.942, 0.007], [6.308, -0.107, -1.508], [-3.340, 1.941, 3.396], [0.389, -0.135, 4.296], [0.271, 4.339, 1.814], [-6.046, 0.264, -0.648], [0.286, -6.867, 0.081], [-5.969, -0.509, 2.999], [2.910, 1.572, 4.365], [2.675, 2.039, 1.579], [-2.141, 3.159, -5.268], [-1.147, 5.831, -1.354], [-2.431, -0.753, -0.168], [-0.801, 1.571, 2.777]],
  "total_charge": 0,
  "homo_lumo_gap_ev": 9.92,
  "molar_mass_da": 720.60,
  "multiplicity": 1,
  "lumo_ev": -0.562
}

---

(iv)
{
  "formula": "H80O40",
  "method": "ωB97M-V/def2-TZVPD",
  "species": ["O", "O", "O", "O", "O", "O", "O", "O", "O", "O", "O", "O", "O", "O", "O", "O", "O", "O", "O", "O", "O", "O", "O", "O", "O", "O", "O", "O", "O", "O", "O", "O", "O", "O", "O", "O", "O", "O", "O", "O", "H", "H", "H", "H", "H", "H", "H", "H", "H", "H", "H", "H", "H", "H", "H", "H", "H", "H", "H", "H", "H", "H", "H", "H", "H", "H", "H", "H", "H", "H", "H", "H", "H", "H", "H", "H", "H", "H", "H", "H", "H", "H", "H", "H", "H", "H", "H", "H", "H", "H", "H", "H", "H", "H", "H", "H", "H", "H", "H", "H", "H", "H", "H", "H", "H", "H", "H", "H", "H", "H", "H", "H", "H", "H", "H", "H", "H", "H", "H", "H"],
  "xyz": [[-0.539, 5.345, 0.746], [5.003, 2.313, 0.360], [4.916, 1.664, -2.481], [-1.066, 6.222, -1.679], [3.265, -1.169, 3.746], [-3.320, 2.117, -0.893], [0.351, -2.082, 0.134], [3.349, -0.063, 0.844], [1.275, 0.626, -5.942], [1.272, -2.506, 2.637], [-0.953, -2.888, 3.688], [-2.720, -3.150, -0.799], [1.251, 3.316, -5.143], [-0.916, -2.061, -2.526], [4.346, 1.767, 3.542], [1.075, -3.957, -4.700], [-0.245, 0.487, 2.283], [-0.343, 0.922, 4.809], [3.983, -0.336, -4.151], [-3.858, 4.008, -2.610], [2.215, -3.554, 4.801], [-5.483, -0.215, 2.900], [-3.069, 0.781, 2.141], [-0.486, -5.107, -1.446], [0.180, -0.885, 6.952], [0.728, -5.709, 0.906], [0.346, 0.338, -1.548], [3.542, -2.021, -0.881], [-1.616, 2.693, 0.612], [-5.294, 3.981, 0.637], [1.856, 1.982, 2.248], [-5.464, 0.105, -2.946], [-5.613, 0.968, 0.460], [1.345, -3.813, -2.136], [-0.107, 3.063, -2.653], [3.376, -3.886, 1.715], [-2.692, 2.449, 4.293], [5.945, -1.052, -2.172], [-2.634, -0.407, -0.018], [-2.796, 1.701, -4.944], [4.372, 2.277, -3.120], [5.620, 2.995, 0.148], [0.546, -4.679, -5.047], [2.337, 2.799, 2.354], [2.577, -1.185, 3.021], [-2.990, 4.123, -2.117], [-1.802, 1.700, -4.927], [0.049, 1.274, 2.616], [0.120, -3.052, 0.028], [-4.357, 4.136, -1.675], [2.598, -4.550, 1.535], [-0.779, 2.242, 0.643], [-0.423, -5.694, -0.693], [-3.252, 1.203, -0.539], [0.396, -4.970, -1.610], [1.974, -2.145, 1.930], [3.217, -3.187, 1.010], [-3.552, -0.022, 0.176], [1.391, -3.955, -3.165], [-0.080, -1.517, 6.290], [-2.346, 2.825, 3.654], [5.583, -0.573, -2.980], [-0.243, -0.195, -1.115], [-5.760, -0.948, 3.409], [3.746, -0.929, -3.552], [-2.970, 0.906, -4.465], [-0.588, -1.849, 0.123], [1.220, 1.601, -5.547], [-0.692, -2.434, -1.593], [-0.860, 2.681, -2.076], [-6.522, 1.302, 0.146], [5.186, 1.686, -0.362], [-4.057, 1.878, -1.254], [5.993, -0.332, -1.545], [-2.380, 2.161, 0.513], [-3.286, 1.496, 2.623], [-1.959, -3.603, -1.200], [-5.014, 4.324, 1.578], [-4.904, -0.914, 2.397], [3.521, 1.511, 3.068], [-2.326, 0.196, 2.485], [4.900, 1.170, 4.053], [-0.399, -2.795, -3.008], [-5.631, 0.645, 1.505], [3.896, -2.866, -0.734], [-0.972, 4.475, 0.402], [3.772, 0.151, 1.681], [0.753, 3.508, -5.863], [-1.085, -3.330, 4.565], [-6.429, 0.192, -2.697], [-1.914, 5.894, -1.691], [-2.135, 1.877, 4.835], [1.443, -3.496, 4.276], [2.882, -3.602, 4.087], [2.463, 1.373, 1.587], [-4.796, 3.151, 0.774], [0.998, -0.392, -1.825], [4.376, 1.031, -2.004], [1.918, -3.182, -2.300], [0.386, -6.524, 1.202], [0.108, 3.971, -2.284], [-0.185, 0.367, 4.078], [-5.254, 0.496, -3.839], [3.350, -0.222, -4.735], [0.781, -3.401, -5.308], [0.584, -2.665, 1.955], [0.411, -5.058, 1.556], [0.297, 1.663, 4.919], [-0.856, 6.255, -0.726], [3.401, -1.891, 4.174], [-2.566, -0.700, -0.961], [4.386, -1.515, -0.834], [3.417, -1.022, 0.766], [-1.211, 5.931, 0.788], [-0.188, -2.221, 3.643], [2.001, 0.386, -5.587], [0.553, 3.661, -4.518], [-0.039, -0.045, 6.478], [-2.716, -2.525, -1.670], [-0.405, 0.691, 1.312]],
  "total_charge": 0,
  "homo_lumo_gap_ev": 9.92,
  "molar_mass_da": 720.60,
  "multiplicity": 1,
  "lumo_ev": -0.683
}

---

Most stable structure: (i)